Record 1
{"formula": "C25H39Cl2OsPSe", "method": "ωB97M-V with the def2-TZVPD basis set", "species": ["P", "C", "C", "C", "C", "C", "C", "C", "C", "C", "C", "C", "C", "C", "C", "C", "C", "C", "C", "H", "H", "H", "H", "H", "H", "H", "H", "H", "H", "H", "H", "H", "H", "H", "H", "H", "H", "H", "H", "H", "H", "H", "H", "H", "H", "H", "H", "H", "H", "H", "H", "H", "Os", "Cl", "Cl", "C", "H", "C", "C", "C", "C", "C", "C", "H", "H", "H", "H", "H", "Se"], "positions_angstrom": [[-0.583, 0.477, 0.141], [-0.923, -0.340, 1.779], [-2.166, -1.218, 1.856], [-2.428, -1.618, 3.320], [-1.196, -2.213, 4.023], [0.106, -1.437, 3.788], [0.321, -1.079, 2.310], [-0.638, -0.737, -1.253], [-1.948, -1.469, -1.548], [-1.789, -2.280, -2.843], [-0.560, -3.203, -2.830], [0.739, -2.516, -2.382], [0.545, -1.702, -1.102], [-1.956, 1.666, -0.169], [-1.867, 2.753, 0.924], [-2.869, 3.895, 0.716], [-2.891, 4.464, -0.708], [-2.853, 3.407, -1.819], [-1.851, 2.265, -1.588], [-1.082, 0.530, 2.444], [-2.022, -2.123, 1.249], [-3.038, -0.684, 1.451], [-3.261, -2.333, 3.356], [-2.759, -0.723, 3.866], [-1.389, -2.259, 5.101], [-1.061, -3.250, 3.690], [0.081, -0.505, 4.370], [0.961, -2.018, 4.157], [1.218, -0.449, 2.192], [0.483, -1.997, 1.725], [-0.417, -0.083, -2.119], [-1.703, -1.577, -3.685], [-2.777, -0.753, -1.651], [-2.200, -2.143, -0.718], [-2.697, -2.870, -3.016], [-0.408, -3.620, -3.832], [-0.757, -4.055, -2.165], [1.530, -3.260, -2.223], [1.097, -1.845, -3.175], [1.466, -1.140, -0.881], [0.360, -2.382, -0.255], [-2.900, 1.094, -0.068], [-2.046, 2.313, 1.915], [-0.840, 3.153, 0.948], [-3.871, 3.525, 0.970], [-2.633, 4.698, 1.423], [-2.043, 5.150, -0.834], [-3.794, 5.076, -0.827], [-2.614, 3.897, -2.770], [-3.854, 2.970, -1.927], [-2.033, 1.488, -2.347], [-0.823, 2.630, -1.757], [3.606, 3.206, -0.004], [2.230, 2.547, -1.719], [2.255, 2.592, 1.758], [4.785, 1.780, -0.080], [5.839, 2.097, 0.100], [4.120, -2.310, -0.882], [3.964, -1.827, 0.424], [4.138, -0.477, 0.680], [4.506, 0.381, -0.370], [4.684, -0.105, -1.681], [4.504, -1.455, -1.924], [3.975, -3.373, -1.083], [3.705, -2.513, 1.235], [4.032, -0.046, 1.675], [4.974, 0.608, -2.452], [4.663, -1.852, -2.930], [4.654, 5.176, 0.033]], "energy_ev": -128705.3000, "spin_multiplicity": 5, "total_charge": -2, "lumo_ev": [4.286, 4.284], "homo_ev": [1.65, -0.77]}


Record 2
{"formula": "C45H44InN12O8S4Sb", "method": "ωB97M-V with the def2-TZVPD basis set", "species": ["In", "N", "C", "N", "C", "N", "N", "C", "C", "C", "C", "C", "C", "N", "C", "C", "C", "C", "C", "C", "H", "H", "H", "H", "H", "H", "H", "H", "H", "H", "H", "N", "C", "C", "C", "C", "C", "C", "S", "O", "O", "N", "C", "S", "C", "C", "N", "H", "H", "H", "H", "H", "H", "H", "H", "O", "S", "O", "N", "C", "O", "C", "C", "C", "C", "C", "C", "H", "H", "H", "H", "O", "S", "O", "O", "C", "N", "C", "C", "C", "N", "C", "C", "C", "N", "C", "C", "H", "H", "H", "H", "H", "H", "C", "C", "Sb", "C", "C", "C", "C", "H", "H", "H", "H", "H", "H", "H", "H", "H", "H", "H", "H", "H", "H", "H"], "positions_angstrom": [[0.454, 1.018, 0.363], [-3.516, 2.729, 1.450], [-2.409, 2.012, 1.449], [-1.231, 2.463, 1.100], [-1.119, 3.771, 0.669], [0.019, 4.299, 0.327], [1.014, 3.352, 0.322], [2.209, 3.761, 0.424], [3.315, 2.784, 0.319], [4.626, 3.204, 0.446], [5.642, 2.272, 0.290], [5.307, 0.967, -0.008], [3.963, 0.633, -0.121], [2.981, 1.513, 0.056], [-2.325, 4.591, 0.577], [-2.313, 5.894, 0.067], [-3.485, 6.611, -0.014], [-4.689, 6.039, 0.415], [-4.721, 4.759, 0.913], [-3.530, 4.042, 0.987], [-4.386, 2.277, 1.691], [-2.502, 0.984, 1.780], [2.427, 4.818, 0.568], [4.841, 4.244, 0.654], [6.678, 2.569, 0.385], [6.062, 0.210, -0.165], [3.669, -0.376, -0.370], [-1.371, 6.312, -0.260], [-3.479, 7.614, -0.417], [-5.610, 6.602, 0.338], [-5.653, 4.299, 1.215], [1.172, -5.116, 6.318], [0.515, -4.168, 5.568], [-0.041, -3.040, 6.178], [-0.664, -2.067, 5.420], [-0.762, -2.217, 4.044], [-0.235, -3.352, 3.425], [0.400, -4.315, 4.178], [-1.536, -1.018, 3.041], [-2.131, -1.704, 1.931], [-2.357, -0.193, 3.902], [-0.348, -0.107, 2.418], [0.271, 0.818, 3.182], [-0.056, 1.376, 4.795], [1.203, 2.548, 4.627], [1.749, 2.477, 3.400], [1.236, 1.499, 2.577], [1.028, -5.111, 7.313], [1.314, -6.025, 5.914], [0.011, -2.934, 7.255], [-1.126, -1.214, 5.904], [-0.354, -3.481, 2.358], [0.784, -5.209, 3.701], [1.462, 3.210, 5.435], [2.558, 3.097, 3.045], [-3.945, 2.018, -3.308], [-4.076, 1.664, -1.919], [-4.880, 2.521, -1.081], [-2.603, 1.447, -1.256], [-2.420, 0.182, -0.888], [-1.386, -0.248, -0.362], [-3.587, -0.717, -1.143], [-3.739, -2.051, -0.819], [-4.947, -2.658, -1.139], [-5.973, -1.937, -1.749], [-5.822, -0.586, -2.053], [-4.608, -0.010, -1.743], [-2.936, -2.587, -0.320], [-5.097, -3.703, -0.907], [-6.905, -2.433, -1.985], [-6.615, -0.020, -2.521], [3.547, -6.082, -4.052], [3.381, -7.292, -3.273], [4.501, -8.201, -3.296], [2.067, -7.908, -3.359], [3.299, -6.697, -1.557], [3.628, -7.539, -0.569], [3.446, -7.109, 0.668], [2.967, -5.845, 0.968], [2.718, -5.034, -0.121], [2.885, -5.442, -1.368], [2.226, -3.635, 0.007], [1.554, -3.052, -1.062], [1.128, -1.749, -0.948], [1.358, -1.007, 0.140], [1.981, -1.572, 1.183], [2.431, -2.872, 1.151], [3.702, -7.803, 1.464], [2.793, -5.530, 1.988], [1.396, -3.624, -1.967], [0.601, -1.260, -1.752], [2.132, -0.944, 2.052], [2.949, -3.276, 2.010], [-0.203, -0.814, -4.205], [-0.651, 0.639, -4.089], [0.181, 1.715, -2.460], [2.204, 1.946, -3.161], [2.368, 2.277, -4.644], [-0.546, 3.682, -2.836], [-1.051, 3.881, -4.265], [-0.551, -1.240, -5.147], [-0.625, -1.430, -3.411], [0.883, -0.926, -4.186], [-1.734, 0.732, -3.996], [-0.346, 1.223, -4.957], [2.733, 1.024, -2.908], [2.634, 2.732, -2.536], [1.900, 1.528, -5.284], [3.422, 2.319, -4.921], [1.929, 3.243, -4.891], [0.268, 4.362, -2.578], [-1.358, 3.842, -2.126], [-0.290, 3.660, -5.013], [-1.358, 4.918, -4.410], [-1.920, 3.252, -4.466]], "relative_energy_ev": 0.000, "energy_ev": -136693.2063, "spin_multiplicity": 1, "total_charge": 0, "lumo_ev": -1.712, "homo_ev": -7.11}